[1]
A cluster of 2 separate species, C4H8N2 in total, computed with the ωB97M-V functional and the def2-TZVPD basis.

For the LUMO energy, the calculation gives 1.0 eV. The HOMO-LUMO gap is 0.365 Eh. As for the SMILES: C=C=N.C=NC.

ORCA input file:
```
! wB97M-V def2-TZVPD RIJCOSX def2/J DEFGRID3
* xyz 0 1
C 1.87525 -1.08975 -1.49486
C 1.88997 0.01653 -0.79083
N 1.96416 1.05191 -0.13673
H 1.83953 -1.03947 -2.57627
H 1.89078 -2.05478 -1.00273
H 1.03320 1.40584 0.09641
C -1.30804 1.40577 1.11045
N -1.07792 0.60776 0.15675
C -1.24744 -0.81495 0.41745
H -1.16637 2.47603 0.94721
H -1.62238 1.08760 2.11400
H -0.32964 -1.20807 0.86932
H -1.39816 -1.34438 -0.52645
H -2.08826 -1.02633 1.09238
*
```


[2]
A cluster of 2 separate species, C4H8N2 in total in a non-equilibrium geometry, computed with the ωB97M-V functional and the def2-TZVPD basis.

For the LUMO energy, the calculation gives 0.7 eV. The HOMO-LUMO gap is 0.358 Eh. As for the SMILES: C/C=C(/N)C#N.[H][H].

ORCA input file:
```
! wB97M-V def2-TZVPD RIJCOSX def2/J DEFGRID3
* xyz 0 1
C 1.36852 -0.22481 -1.09227
C 0.47722 0.49018 -0.12743
C -0.79369 0.15307 0.16727
N -1.56910 1.02694 0.98564
C -1.30771 -1.11666 -0.27673
N -1.70597 -2.14063 -0.65156
H 1.09652 0.22864 -2.04704
H 1.15921 -1.29708 -1.15101
H 2.44429 -0.07834 -0.93161
H 0.83635 1.42790 0.29718
H -2.22255 1.54629 0.41251
H -2.09870 0.55686 1.71168
H 1.53472 -0.23336 1.36751
H 0.78087 -0.33901 1.33585
*
```


[3]
A structure of composition C4H8N2 in a non-equilibrium geometry, computed with the ωB97M-V functional and the def2-TZVPD basis.

For the LUMO energy, the calculation gives 1.1 eV. The HOMO-LUMO gap is 0.321 Eh.

ORCA input file:
```
! wB97M-V def2-TZVPD RIJCOSX def2/J DEFGRID3
* xyz 0 1
C 0.11551 -0.79066 -0.10631
N -0.35796 -1.93811 0.52047
N -1.46005 0.93934 0.73066
C -0.62499 0.45432 -0.29084
C 1.34257 -0.46172 -0.59821
C 1.23760 0.97721 -0.71744
H 0.27554 -2.39773 1.15559
H -1.29869 -1.87759 0.87847
H -1.02967 1.02034 1.64149
H -2.26659 1.47625 0.45045
H -1.01609 0.64493 -1.28267
H 2.15016 -1.10864 -0.91584
H 1.55875 1.47440 -1.63413
H 1.37390 1.58768 0.16832
*
```


[4]
An isolated molecule of C4H8N2 in a non-equilibrium geometry, computed with the ωB97M-V functional and the def2-TZVPD basis.

For the LUMO energy, the calculation gives 1.1 eV. The HOMO-LUMO gap is 0.364 Eh. As for the SMILES: C1CC1N1CN1.

ORCA input file:
```
! wB97M-V def2-TZVPD RIJCOSX def2/J DEFGRID3
* xyz 0 1
C 1.01111 1.19709 0.01642
C 1.70596 0.11721 -0.78400
C 0.17298 0.07211 -0.68776
N -0.31878 -1.05513 0.07048
C -1.60803 -0.41813 1.19862
N -1.77523 -1.02911 -0.06944
H 0.84013 1.09600 1.13550
H 1.22653 2.20724 -0.33706
H 2.23937 0.53001 -1.74522
H 2.36781 -0.69220 -0.28367
H -0.51042 0.22821 -1.47562
H -1.56134 0.69462 0.97852
H -1.70007 -0.94551 2.11919
H -2.09000 -2.00240 -0.13595
*
```


[5]
An isolated molecule of C4H8N2 in a non-equilibrium geometry, computed with the ωB97M-V functional and the def2-TZVPD basis.

For the LUMO energy, the calculation gives 1.0 eV. The HOMO-LUMO gap is 0.363 Eh. As for the SMILES: C1NC[C@H]2N[C@@H]12.

ORCA input file:
```
! wB97M-V def2-TZVPD RIJCOSX def2/J DEFGRID3
* xyz 0 1
C -0.85205 -1.14066 -0.22437
N -1.13290 0.16805 0.42028
C -0.49971 1.28080 -0.26586
C 0.94431 0.75565 -0.23528
N 1.27789 -0.30810 0.65838
C 0.64760 -0.71632 -0.44692
H -0.99620 -2.10774 0.36264
H -1.48454 -1.43923 -1.13782
H -2.13675 0.16217 0.69134
H -0.92681 1.98456 0.70936
H -0.92204 1.59125 -1.13075
H 1.78505 1.22252 -0.55839
H 0.57658 -0.30190 1.46684
H 1.64890 -1.20817 -0.91923
*
```


[6]
An isolated molecule of C4H8N2 in a non-equilibrium geometry, computed with the ωB97M-V functional and the def2-TZVPD basis.

For the LUMO energy (alpha / beta), the calculation gives 0.2 / -0.6 eV. The HOMO-LUMO gap (alpha / beta) is 0.356 / 0.305 Eh.

ORCA input file:
```
! wB97M-V def2-TZVPD RIJCOSX def2/J DEFGRID3
* xyz 0 1
C -1.42609 0.38164 0.74652
C -0.50992 -0.62444 0.01395
N -0.80074 -1.16420 -1.16747
H -1.51965 -1.88058 -1.05595
H -0.31095 -1.44350 0.91323
H -2.42008 -0.05261 0.85158
H -1.03142 0.62684 1.73150
H -1.50381 1.28512 0.14024
C 1.69601 0.80992 -0.68708
C 0.97029 -0.17669 0.15395
N 1.27576 -0.93052 1.08519
H 1.57079 0.52113 -1.73267
H 2.75358 0.84589 -0.43229
H 1.25622 1.80200 -0.56070
*
```


[7]
An isolated molecule of C4H8N2 in a non-equilibrium geometry, computed with the ωB97M-V functional and the def2-TZVPD basis.

For the LUMO energy, the calculation gives 0.8 eV. The HOMO-LUMO gap is 0.346 Eh. As for the SMILES: CN(C)CC#N.

ORCA input file:
```
! wB97M-V def2-TZVPD RIJCOSX def2/J DEFGRID3
* xyz 0 1
C -0.82094 1.38266 -0.24744
N -0.37180 0.02363 -0.22229
C -0.75395 -0.81241 0.86066
C 1.03855 -0.03959 -0.70152
C 1.83038 -1.17768 -0.24070
N 2.41713 -2.11639 0.09962
H -1.91282 1.40036 -0.21479
H -0.49709 1.87146 -1.17955
H -0.40539 1.95222 0.59906
H -0.34960 -0.44196 1.80997
H -0.38116 -1.82831 0.68521
H -1.84587 -0.84627 0.88636
H 1.61066 0.89965 -0.53386
H 0.44190 -0.26739 -1.60074
*
```


[8]
An isolated molecule of C4H8N2, computed with the ωB97M-V functional and the def2-TZVPD basis.

For the LUMO energy, the calculation gives 0.6 eV. The HOMO-LUMO gap is 0.308 Eh.

ORCA input file:
```
! wB97M-V def2-TZVPD RIJCOSX def2/J DEFGRID3
* xyz 0 1
C -0.49297 1.64746 0.14324
N -0.42144 0.11167 -0.37260
C -1.10968 -0.90640 0.41265
C 0.89260 -0.23565 -0.87702
C 1.85392 -0.42962 0.22754
N 2.57066 -0.61257 1.11289
H -1.19434 1.60772 0.98389
H -0.93781 0.85183 -1.00284
H 0.50355 1.88845 0.53522
H -0.62377 -1.00651 1.39042
H -1.10376 -1.87292 -0.10388
H -2.14530 -0.59346 0.56116
H 1.23199 0.58871 -1.51379
H 0.85560 -1.15246 -1.47703
*
```


[9]
An isolated molecule of C4H8N2 in a non-equilibrium geometry, computed with the ωB97M-V functional and the def2-TZVPD basis.

For the LUMO energy, the calculation gives 1.0 eV. The HOMO-LUMO gap is 0.359 Eh. As for the SMILES: CN1CCC=N1.

ORCA input file:
```
! wB97M-V def2-TZVPD RIJCOSX def2/J DEFGRID3
* xyz 0 1
C -1.54874 -0.19770 -1.08799
N -0.21664 -0.57974 -0.63248
C -0.17137 -0.54357 0.79703
C 1.15029 0.10346 1.05611
C 1.42238 0.69169 -0.30098
N 0.61306 0.39219 -1.10561
H -1.89451 0.53067 -0.27751
H -1.37194 0.39687 -2.19491
H -2.29195 -0.82135 -1.00027
H 0.04813 -1.62060 1.42002
H -0.95310 0.12536 1.23103
H 1.82225 -0.83125 1.00803
H 1.32541 0.99970 1.74629
H 2.06674 1.35428 -0.65876
*
```


[10]
An isolated molecule of C4H8N2 in a non-equilibrium geometry, computed with the ωB97M-V functional and the def2-TZVPD basis.

For the LUMO energy, the calculation gives 0.9 eV. The HOMO-LUMO gap is 0.393 Eh. As for the SMILES: CCNCC#N.

ORCA input file:
```
! wB97M-V def2-TZVPD RIJCOSX def2/J DEFGRID3
* xyz 0 1
C 2.03126 0.06273 -0.31346
C 0.61028 0.49340 0.02121
N -0.33804 -0.40059 -0.63611
C -1.72388 -0.19563 -0.27859
C -1.98949 -0.13658 1.18113
N -2.14705 -0.06278 2.32476
H 2.77318 0.69251 0.19006
H 2.19154 0.10595 -1.39616
H 2.20631 -0.97340 0.00202
H 0.45606 0.52487 1.11197
H 0.42953 1.51042 -0.34720
H -0.07795 -1.36219 -0.44802
H -2.33276 -1.00142 -0.70062
H -2.08899 0.74271 -0.71099
*
```


[11]
An isolated molecule of C4H8N2, computed with the ωB97M-V functional and the def2-TZVPD basis.

For the LUMO energy, the calculation gives 0.7 eV. The HOMO-LUMO gap is 0.302 Eh.

ORCA input file:
```
! wB97M-V def2-TZVPD RIJCOSX def2/J DEFGRID3
* xyz 0 1
C -0.94192 -0.92617 1.44262
N 0.45211 -0.63825 1.81044
C -0.19990 0.17290 0.80824
C -0.60722 0.99584 -1.56012
C 0.86560 1.06382 -1.35032
N 0.12491 0.02969 -0.59558
H -1.68465 -0.72928 2.21004
H -1.15309 -1.79570 0.81964
H 1.09735 -1.31381 1.40954
H -0.38395 1.21445 1.04927
H -0.81514 0.38019 -2.44577
H 1.28197 1.85318 -0.72070
H 1.61940 0.61958 -2.01003
H 0.34454 -0.92646 -0.86727
*
```


[12]
The ion C4H8N2 with charge +2 in a non-equilibrium geometry, computed with the ωB97M-V functional and the def2-TZVPD basis.

For the LUMO energy, the calculation gives -10.5 eV. The HOMO-LUMO gap is 0.399 Eh. As for the SMILES: C#[N+]/C(C)=[NH+]\C.

ORCA input file:
```
! wB97M-V def2-TZVPD RIJCOSX def2/J DEFGRID3
* xyz 2 1
C 2.51213 -0.94401 -0.08994
N 1.61192 -0.35238 0.22405
C 0.09130 0.58318 0.09372
C 0.43364 1.95980 -0.02637
N -0.91262 -0.21305 -0.01055
C -1.05186 -1.58304 -0.10709
H 3.42555 -1.50575 -0.30918
H -0.13473 2.20312 -0.95157
H 1.44511 2.12098 -0.04100
H -0.25739 2.57043 0.59903
H -1.79281 0.25348 -0.21706
H -1.24754 -1.75835 -1.16024
H -2.05414 -1.92676 0.29101
H -0.15803 -2.08978 0.25571
*
```


Energy above the lowest of the compared OMol25 structures with the same formula, charge and spin, respectively: 227.1 278.3 224.5 478.4 439.6 415.1 215.3 414.6 422.3 49.4 453.9 212.0 kJ/mol.